DFT (the ωB97M-V functional and the def2-TZVPD basis) results for 2 unconnected molecules or ions with the total composition C26H34N3O2.

Last column: Löwdin charge in e.
Cartesian coordinates (Å):
C 2.022 -1.002 3.144  -0.0348
C 0.538 -0.770 3.116  -0.3741
N -0.116 0.319 3.145  0.0778
C -1.649 0.008 3.057  -0.1707
C -1.773 -1.515 3.079  -0.1847
C -0.327 -2.058 3.029  -0.1249
H 2.208 -2.080 3.148  0.0771
H 2.514 -0.571 2.262  0.0870
H 2.481 -0.566 4.042  0.0740
H -2.176 0.460 3.907  0.0967
H -2.068 0.413 2.125  0.0994
H -2.254 -1.824 4.010  0.1041
H -2.360 -1.870 2.232  0.1049
H -0.124 -2.594 2.093  0.1168
H -0.109 -2.730 3.867  0.1135
C -4.163 9.472 1.219  -0.1763
C -3.291 8.222 1.111  -0.1436
N -3.525 7.439 2.324  -0.1184
C -2.544 6.506 2.723  -0.1993
C -1.896 5.660 1.798  0.0155
C -0.924 4.772 2.233  0.0173
C -0.474 4.765 3.592  -0.1969
C 0.541 3.861 4.020  0.1152
C 1.452 4.080 5.089  -0.1920
C 1.796 5.385 5.576  0.0111
C 2.726 5.552 6.595  0.0221
C 3.278 4.426 7.244  -0.1921
N 4.103 4.526 8.388  -0.1069
C 5.061 5.628 8.447  -0.1446
C 6.058 5.315 9.562  -0.1748
O 5.397 5.097 10.813  -0.1327
C 4.463 4.015 10.758  -0.1787
C 3.431 4.217 9.653  -0.1315
C 2.964 3.129 6.770  0.0128
C 2.120 2.962 5.691  0.0172
C -1.134 5.650 4.505  -0.0042
C -2.187 6.444 4.091  0.0178
C -4.921 7.061 2.533  -0.1329
C -5.780 8.323 2.544  -0.1795
O -5.544 9.139 1.393  -0.1336
H -3.795 10.083 2.069  0.1326
H -4.134 10.059 0.288  0.1336
H -3.555 7.638 0.208  0.1295
H -2.233 8.509 1.071  0.1361
H -2.196 5.711 0.747  0.1258
H -0.449 4.100 1.514  0.1287
H 0.610 2.902 3.500  0.1142
H 1.342 6.268 5.119  0.1234
H 2.995 6.550 6.952  0.1219
H 5.589 5.684 7.486  0.1376
H 4.555 6.592 8.647  0.1280
H 6.651 4.424 9.269  0.1336
H 6.722 6.172 9.752  0.1345
H 4.981 3.048 10.598  0.1320
H 3.970 4.025 11.743  0.1345
H 2.756 5.048 9.946  0.1389
H 2.841 3.303 9.519  0.1284
H 3.432 2.279 7.277  0.1316
H 1.914 1.959 5.309  0.1175
H -0.820 5.674 5.551  0.1216
H -2.725 7.095 4.788  0.1312
H -5.267 6.396 1.714  0.1375
H -5.005 6.536 3.492  0.1304
H -6.849 8.065 2.484  0.1335
H -5.577 8.888 3.476  0.1305

The multiplicity is 1. The value obtained for the total energy is -1325.576351 Ha. Its frontier orbital gap is 5.94 eV. The calculation puts the HOMO energy at -11.02 eV. Its total charge is +1.